C16H32LiO8P | the ωB97M-V functional and the def2-TZVPD basis

```
58
Properties=species:S:1:pos:R:3:forces:R:3
Li 25.87688 -1.33613 8.39362 0.0 0.0 0.4
P 25.33654 0.34396 9.90045 -0.1 0.5 1.9
O 25.23162 0.41312 8.31949 0.2 -0.5 -0.8
O 26.28868 -0.91117 10.15721 -0.2 -0.4 -0.8
O 23.93317 0.01698 10.49290 0.1 0.0 -0.5
O 25.95049 1.60736 10.50331 -0.1 0.0 -0.4
C 20.04517 0.14172 7.49539 -0.2 0.3 0.2
C 21.48035 0.66958 7.46018 -0.2 -0.5 0.0
C 22.26109 -0.53238 7.96065 -0.2 0.0 0.2
O 21.55230 -1.69026 7.39998 0.5 0.1 -0.1
C 20.21435 -1.34920 7.16090 -0.2 0.3 -0.1
H 19.36483 0.66506 6.81554 0.1 -0.1 -0.1
H 19.61890 0.27264 8.49552 0.1 -0.1 0.0
H 21.64407 1.53362 8.09641 0.1 0.1 -0.1
H 21.76441 0.87134 6.42225 0.1 0.2 0.1
H 22.26605 -0.60564 9.05115 0.1 0.2 0.0
H 23.30247 -0.49392 7.64831 0.1 -0.2 0.0
H 19.55066 -1.96753 7.77969 -0.1 -0.1 -0.1
H 19.98943 -1.52593 6.09807 -0.1 -0.1 0.1
C 28.02241 -1.34212 4.96738 0.1 0.3 0.4
C 28.20762 -2.85518 5.04164 0.1 -0.2 -0.3
C 27.71451 -3.20864 6.45322 -0.2 0.1 -0.2
O 26.96329 -2.10282 6.91114 0.2 0.5 -0.1
C 26.83675 -1.10298 5.89674 -0.1 0.0 -0.3
H 27.86462 -0.93706 3.96853 0.0 -0.1 -0.1
H 28.89901 -0.84766 5.39586 0.0 0.0 -0.1
H 29.24782 -3.14832 4.88117 0.0 0.0 0.1
H 27.62678 -3.37650 4.27490 -0.1 0.1 0.1
H 28.54877 -3.37099 7.13945 -0.1 -0.1 0.1
H 27.05430 -4.08086 6.45415 0.2 -0.1 0.0
H 26.80455 -0.12978 6.38946 -0.1 0.0 0.1
H 25.87914 -1.23446 5.37351 0.1 0.0 0.0
C 23.51022 -4.47523 9.82575 0.3 0.1 0.1
C 23.65658 -5.15656 8.44998 -0.2 -0.4 0.2
C 23.98587 -4.00918 7.50946 -0.4 0.2 -0.1
O 24.67394 -3.07293 8.28966 0.5 0.0 0.5
C 24.08406 -3.05562 9.62470 -0.3 -0.2 -0.6
H 24.06939 -5.01821 10.59141 0.0 0.0 0.0
H 22.47571 -4.41461 10.16428 -0.1 0.0 -0.1
H 22.75510 -5.69830 8.14614 0.0 0.1 0.0
H 24.46438 -5.89404 8.47013 0.1 0.1 0.0
H 23.06654 -3.55257 7.11780 0.0 -0.1 0.0
H 24.61812 -4.32810 6.67558 0.1 0.1 0.0
H 23.29756 -2.30584 9.62193 0.1 0.1 0.2
H 24.86304 -2.72920 10.30988 0.0 0.1 0.0
C 30.29294 -0.43575 7.83505 0.1 0.2 -0.6
C 31.42910 -0.25114 8.82563 0.0 0.0 0.2
C 30.61337 -0.12952 10.12352 0.5 -0.4 0.0
O 29.42006 0.50701 9.78566 -0.2 0.3 -0.1
C 29.24481 0.54100 8.36943 0.1 -0.4 0.2
H 29.90672 -1.45770 7.87794 0.0 0.0 0.1
H 30.57174 -0.24502 6.79154 0.0 0.1 0.1
H 31.96836 0.68639 8.65234 -0.1 0.0 -0.1
H 32.16510 -1.05986 8.81331 -0.1 0.0 0.2
H 31.13665 0.45617 10.88720 0.0 0.0 0.0
H 30.40819 -1.12998 10.53628 0.0 0.1 0.0
H 29.44278 1.56997 8.04945 -0.1 0.0 -0.3
H 28.23429 0.22592 8.10282 -0.1 0.3 0.4
```
Forces are in eV/Å.

Results
**LUMO level**: 4.3 eV
**E**: -42986.489 eV
**HOMO energy**: 1.16 eV
**Charge**: -2
**Energy above the lowest of the compared OMol25 structures with the same formula, charge and spin**: 0.0 kcal per mole

Mulliken population analysis, charges in e, atoms 1 to 2: 0.570, 0.727

---

C16H32N2OS2 | the ωB97M-V functional and the def2-TZVPD basis

```
53
Properties=species:S:1:pos:R:3:forces:R:3
C -1.03344 5.68258 0.61699 0.0 -0.3 0.0
C -0.85004 4.49279 1.55718 0.1 0.2 0.2
C -1.51946 4.79437 2.89818 0.0 -0.2 -0.3
C 0.63424 4.17884 1.78175 -0.1 -0.3 -0.3
C 1.39457 3.55214 0.59399 0.1 0.2 0.2
N 1.31818 2.11503 0.40356 0.0 -0.2 0.0
C 1.81047 1.36924 1.54371 0.2 -0.2 -0.1
C 2.10683 -0.06913 1.13577 -0.1 0.2 0.2
N 0.86158 -0.66615 0.70829 0.1 0.1 0.0
C 0.88612 -2.11079 0.57337 -0.2 -0.2 0.0
C -0.53547 -2.64136 0.77015 0.2 -0.4 0.1
S -0.64597 -4.45619 0.66820 -0.2 0.1 -0.2
C -1.19851 -4.65362 -1.06022 0.2 0.0 0.4
C -0.10879 -4.43351 -2.09042 0.0 0.4 0.0
S 0.48743 -2.71281 -2.18934 0.1 -0.3 0.0
C 1.54843 -2.64902 -0.70753 -0.2 0.1 -0.1
C 0.35725 0.05707 -0.44135 -0.4 0.2 0.2
C 0.07843 1.52470 -0.08951 0.0 -0.1 -0.3
C -0.43072 2.25898 -1.33849 -0.3 -0.3 0.2
C -1.60134 1.56561 -2.04480 0.4 0.3 -0.3
O -2.65251 1.21761 -1.17486 -0.3 0.0 0.4
H -0.60288 6.57838 1.05991 0.1 0.1 0.1
H -2.09080 5.86644 0.43645 -0.1 0.1 -0.1
H -0.54894 5.51535 -0.34217 0.0 0.0 -0.1
H -1.34217 3.61700 1.12508 0.0 0.0 0.0
H -2.56900 5.04288 2.75557 -0.1 0.1 0.1
H -1.45935 3.93470 3.56215 0.0 -0.1 0.1
H -1.03129 5.63706 3.38354 0.1 0.1 0.1
H 1.13863 5.11205 2.04497 0.0 0.1 0.1
H 0.72698 3.51209 2.64051 0.1 0.0 0.1
H 2.45975 3.76393 0.74152 -0.1 0.1 -0.1
H 1.10556 4.03850 -0.33680 0.1 0.1 0.0
H 2.72552 1.84572 1.90256 0.0 0.0 0.0
H 1.07887 1.33557 2.36938 0.1 0.0 0.0
H 2.49795 -0.62036 1.99442 0.0 0.0 0.0
H 2.86863 -0.06591 0.33719 0.0 0.0 0.0
H 1.49152 -2.48742 1.40884 -0.1 0.1 -0.1
H -1.22079 -2.23701 0.02853 0.0 0.1 0.0
H -0.88535 -2.36088 1.76243 0.0 0.1 0.0
H -2.03284 -3.97036 -1.22094 0.0 -0.1 -0.1
H -1.55924 -5.68114 -1.12199 -0.1 0.0 0.0
H 0.75167 -5.07409 -1.89384 -0.1 -0.1 -0.1
H -0.49720 -4.65088 -3.08638 0.0 -0.1 0.0
H 1.90748 -3.66383 -0.54262 0.1 0.1 0.0
H 2.39702 -2.01896 -0.97301 0.1 0.0 0.0
H -0.57632 -0.40354 -0.75409 0.0 0.0 -0.1
H 1.06885 0.03470 -1.28343 0.0 0.0 -0.1
H -0.70439 1.52752 0.69109 0.1 0.0 -0.1
H 0.39196 2.35416 -2.04858 0.1 0.1 -0.1
H -0.75926 3.26087 -1.05834 0.1 0.1 -0.1
H -1.28438 0.63245 -2.51270 0.0 0.1 0.0
H -1.97083 2.23137 -2.84001 0.1 -0.2 0.0
H -2.95328 2.01434 -0.72319 0.0 -0.1 0.0
```
Forces are in eV/Å.

Results
**LUMO level**: 0.7 eV
**E**: -43809.459 eV
**HOMO energy**: -8.22 eV
**SMILES**: CC(C)CCN1CCN(C2CSCCSC2)C[C@@H]1CCO
**Energy above the lowest of the compared OMol25 structures with the same formula, charge and spin**: 0.0 kcal per mole

Mulliken population analysis, charges in e, atoms 1 to 2: -1.694, 1.510

---

C16H32NO16P | the ωB97M-V functional and the def2-TZVPD basis

```
66
Properties=species:S:1:pos:R:3:forces:R:3
O -4.22825 -3.33834 -0.16485 -0.2 0.1 -0.2
C -3.68567 -2.91048 0.81744 -0.1 0.1 0.1
C -3.83815 -3.43978 2.22589 0.6 -0.4 0.2
C -3.18021 -2.39681 3.12889 0.1 -0.2 0.3
C -2.26827 -1.58268 2.17293 -0.5 0.4 -0.1
P -0.45576 -1.80710 2.31861 0.2 1.0 0.5
O 0.21109 -0.57077 2.74516 -0.1 -0.4 -0.1
O -0.20536 -2.95350 3.40912 0.0 -0.4 -0.3
O 0.07414 -2.29639 0.90209 -0.1 -0.5 0.0
N -2.76571 -1.86398 0.81788 -0.2 0.1 0.6
H -4.87116 -3.70223 2.44778 0.0 0.2 -0.1
H -3.26201 -4.37566 2.26167 -0.2 0.0 0.0
H -3.90730 -1.74132 3.61316 0.0 0.0 -0.3
H -2.61413 -2.85715 3.94077 0.0 0.1 -0.1
H -2.38193 -0.51748 2.39767 0.1 -0.1 -0.1
H -0.45590 -3.85082 3.14971 0.1 0.1 0.0
H -0.48305 -2.94022 0.43929 0.0 0.2 0.0
H -3.03947 -1.05288 0.27887 0.3 -0.2 -0.3
C -6.34967 -3.42186 -7.16415 0.0 0.0 -0.1
O -5.23537 -3.00020 -6.37427 0.0 0.0 0.0
C -5.47443 -2.97248 -5.06051 0.0 0.0 0.0
O -6.51710 -3.26492 -4.53432 0.0 0.0 0.0
O -4.37039 -2.56721 -4.44325 0.0 0.0 0.0
C -4.47947 -2.49892 -3.01173 0.0 0.0 -0.1
H -6.00780 -3.39398 -8.19439 0.0 0.0 0.0
H -6.64891 -4.43355 -6.89692 0.0 0.0 0.0
H -7.19210 -2.74569 -7.03157 0.0 0.0 0.0
H -4.70222 -3.47518 -2.59525 0.0 0.0 0.0
H -5.25510 -1.78996 -2.72842 0.0 0.0 0.0
H -3.51277 -2.15998 -2.65527 0.0 0.0 -0.1
C 3.28824 -1.91104 1.82797 0.0 0.0 0.1
O 3.94612 -3.07895 1.31690 0.0 0.0 0.0
C 5.02564 -2.82635 0.58270 0.0 0.0 0.0
O 5.47150 -1.73849 0.32714 0.0 0.0 0.0
O 5.53571 -3.99056 0.17287 0.0 0.0 0.0
C 6.71064 -3.86334 -0.63249 0.1 -0.1 0.0
H 2.44247 -2.27042 2.40125 0.0 -0.1 0.0
H 3.95472 -1.34936 2.47908 0.0 0.0 -0.1
H 2.94044 -1.27916 1.01443 0.0 0.0 0.0
H 7.50575 -3.37117 -0.07586 0.0 0.0 0.0
H 6.49607 -3.29870 -1.53774 0.0 0.0 0.0
H 7.00525 -4.87720 -0.88606 0.0 0.0 0.0
C 0.97532 1.73938 0.29881 0.1 -0.2 0.1
O 0.76269 3.15678 0.35857 -0.1 0.0 0.0
C -0.51112 3.52125 0.37359 0.0 0.0 0.0
O -1.46931 2.79133 0.33981 0.0 0.0 0.0
O -0.55913 4.85723 0.43503 -0.1 0.0 0.0
C -1.88250 5.39905 0.46194 0.0 0.1 0.0
H 2.05129 1.59490 0.29309 0.0 0.1 0.0
H 0.53833 1.25027 1.16730 0.0 0.0 0.0
H 0.54605 1.33177 -0.61524 0.0 0.0 0.0
H -2.42309 5.04773 1.33861 0.0 0.0 0.0
H -2.42713 5.12673 -0.43988 0.0 0.0 0.0
H -1.75878 6.47708 0.50938 0.0 0.0 0.0
C 2.10247 6.18666 0.91504 -0.1 0.1 0.0
O 3.36882 6.74375 1.29869 0.0 0.0 0.0
C 4.41177 5.96608 1.02448 0.0 0.0 0.0
O 4.37225 4.88417 0.49876 0.0 0.0 0.0
O 5.52010 6.59004 1.43203 0.0 0.0 0.0
C 6.72421 5.85584 1.19625 0.1 0.0 0.0
H 1.35905 6.92567 1.19768 0.0 0.0 0.0
H 2.06705 6.01640 -0.15833 0.0 -0.1 0.0
H 1.91681 5.25372 1.43766 0.0 0.0 0.0
H 6.86086 5.67421 0.13194 0.0 0.0 0.0
H 6.70542 4.90649 1.72801 0.0 0.0 0.0
H 7.52844 6.47973 1.57454 0.0 0.0 0.0
```
Forces are in eV/Å.

Results
**LUMO level**: -0.2 eV
**E**: -60653.014 eV
**HOMO energy**: -10.47 eV
**SMILES**: O=C1CC[C@@H](P(=O)(O)O)N1.COC(=O)OC.COC(=O)OC.COC(=O)OC.COC(=O)OC

Mulliken population analysis, charges in e, atoms 1 to 2: -0.566, 0.203